# 1
This record from the Open Molecules 2025 dataset describes a molecular structure, C30H27F10IrN6Si. The level of theory is ωB97M-V/def2-TZVPD.

HOMO energy (spin up / spin down) = -0.396 / -0.410 Ha
charge = +1
multiplicity = 2
E_LUMO (spin up / spin down) = -2.890 / -4.182 eV
relative energy (zero: lowest compared OMol25 entry of this formula, charge and spin) = 0.0 kJ/mol

Cartesian coordinates (Å):
Ir -0.251 1.517 -0.107
C 0.159 3.932 -1.664
N 0.070 3.550 -0.230
C -1.117 4.192 0.388
C -2.363 3.522 -0.179
N -2.155 2.060 -0.292
C -3.241 1.344 -0.810
C -3.722 0.193 -0.183
F -3.161 -0.219 0.955
C -4.772 -0.554 -0.682
F -5.176 -1.639 -0.028
C -5.405 -0.167 -1.851
F -6.416 -0.871 -2.335
C -4.952 0.961 -2.510
F -5.514 1.335 -3.653
C -3.885 1.682 -2.003
F -3.427 2.700 -2.746
C 1.371 3.809 0.431
C 2.391 2.791 -0.078
N 1.700 1.526 -0.348
C 2.460 0.504 -0.933
C 3.591 -0.052 -0.341
F 4.030 0.421 0.831
C 4.270 -1.121 -0.905
F 5.327 -1.637 -0.287
C 3.830 -1.669 -2.097
F 4.461 -2.704 -2.631
C 2.721 -1.125 -2.727
F 2.296 -1.631 -3.879
C 2.069 -0.052 -2.153
F 1.018 0.469 -2.805
H 0.318 5.010 -1.744
H -0.760 3.664 -2.181
H 0.983 3.405 -2.136
H -1.135 5.265 0.174
H -1.041 4.050 1.458
H -2.580 3.956 -1.155
H -3.230 3.742 0.450
H 1.224 3.708 1.505
H 1.705 4.830 0.222
H 3.179 2.665 0.669
H 2.880 3.152 -0.990
C -0.780 2.659 3.341
Si -0.176 1.217 2.303
C 1.620 0.913 2.747
C -1.154 -0.220 2.990
H -0.702 2.296 4.371
H -1.834 2.883 3.167
H -0.201 3.581 3.291
H 1.655 0.660 3.811
H 2.259 1.783 2.596
H 2.067 0.086 2.195
H -0.771 -0.340 4.009
H -1.054 -1.179 2.485
H -2.214 0.013 3.063
N 2.865 -8.584 1.360
C 2.387 -7.585 1.061
C 1.789 -6.330 0.690
C 2.557 -5.168 0.699
C 1.985 -3.963 0.334
C 0.645 -3.924 -0.019
C -0.129 -5.073 -0.028
C 0.447 -6.281 0.321
N 0.055 -2.678 -0.387
C -0.833 -2.458 -1.417
C -1.094 -1.128 -1.415
N -0.383 -0.534 -0.391
C 0.291 -1.496 0.206
H 3.601 -5.215 0.975
H 2.592 -3.066 0.300
H -1.180 -5.027 -0.283
H -0.144 -7.186 0.321
H -1.158 -3.244 -2.074
H -1.709 -0.556 -2.089
H 0.953 -1.372 1.045

Atom charges from the Löwdin analysis, given in e for atoms 1 to 6: Ir 1.28; C -0.03; N -0.36; C -0.16; C -0.19; N -0.16

# 2
This record from the Open Molecules 2025 dataset describes a molecular structure, C3CeO4 at a distorted geometry. The level of theory is ωB97M-V/def2-TZVPD.

HOMO energy (spin up / spin down) = -0.235 / -0.236 Ha
multiplicity = 3
E_LUMO (spin up / spin down) = -1.114 / -1.549 eV
relative energy (zero: lowest compared OMol25 entry of this formula, charge and spin) = 0.0 kJ/mol

Cartesian coordinates (Å):
C 1.887 -0.068 0.908
C 1.608 -0.251 -0.292
O 0.975 -0.206 -1.471
O -1.745 -0.333 0.368
Ce 0.007 -2.208 -1.151
O -2.412 1.755 -0.479
C -1.967 0.823 0.037
O 1.648 0.488 2.079

Atom charges from the Löwdin analysis, given in e for atoms 1 to 6: C -0.29; C -0.41; O -0.43; O 0.06; Ce 1.27; O 0.26

# 3
This record from the Open Molecules 2025 dataset describes a single C4H8ClN molecule at a distorted geometry. The level of theory is ωB97M-V/def2-TZVPD.

HOMO energy = -0.345 Ha
E_LUMO = 1.007 eV
SMILES = C[C@H]1NC[C@H]1Cl
relative energy (zero: lowest compared OMol25 entry of this formula, charge and spin) = 85.5 kJ/mol

Cartesian coordinates (Å):
C -0.680 -1.281 1.332
C -0.112 0.060 1.192
C 1.459 0.443 -0.149
C -0.085 0.689 -0.309
H -0.415 -1.601 2.412
H -0.225 -2.050 0.711
H -1.814 -1.288 1.284
H -0.748 0.665 1.926
H 1.779 -0.365 1.799
H 1.649 -0.543 -0.636
H 2.169 1.228 -0.491
H -0.308 1.702 -0.200
N 1.321 0.401 1.283
Cl -0.872 -0.001 -1.658

Atom charges from the natural (NBO) analysis, given in e for atoms 1 to 6: C -0.64; C -0.04; C -0.22; C -0.25; H 0.21; H 0.21

# 4
This record from the Open Molecules 2025 dataset describes a molecular structure, C19H29AsBN8PdS at a distorted geometry. The level of theory is ωB97M-V/def2-TZVPD.

HOMO energy (spin up / spin down) = -0.506 / -0.505 Ha
charge = +2
multiplicity = 2
E_LUMO (spin up / spin down) = -10.013 / -9.663 eV

Cartesian coordinates (Å):
Pd 0.264 0.125 0.076
C 3.047 -1.433 -1.701
C 2.625 -2.087 -0.437
C 3.160 -3.200 0.214
C 2.323 -3.424 1.285
N 1.348 -2.498 1.272
N 1.546 -1.671 0.230
B 0.060 -2.460 2.132
N 0.064 -1.168 2.972
C -0.103 -0.944 4.288
C -0.169 0.412 4.506
C -0.046 0.997 3.242
C -0.134 2.435 2.887
N 0.117 0.027 2.343
N -1.157 -2.386 1.172
C -2.262 -3.156 1.122
C -3.079 -2.696 0.112
C -2.404 -1.600 -0.438
C -2.765 -0.680 -1.543
N -1.257 -1.456 0.218
N -0.024 -3.796 2.849
C 0.039 -4.266 4.124
C 0.035 -5.634 4.075
C -0.043 -5.955 2.690
C -0.066 -7.278 2.062
N -0.082 -4.826 2.003
H 4.083 -1.664 -1.929
H 2.432 -1.800 -2.524
H 2.922 -0.348 -1.627
H 4.025 -3.768 -0.056
H 2.391 -4.176 2.042
H -0.165 -1.730 5.007
H -0.290 0.907 5.446
H 0.084 3.052 3.755
H 0.559 2.683 2.079
H -1.148 2.663 2.556
H -2.418 -3.977 1.791
H -4.025 -3.095 -0.188
H -3.706 -0.968 -1.999
H -2.862 0.336 -1.156
H -1.986 -0.686 -2.308
H 0.097 -3.638 4.986
H 0.046 -6.322 4.895
H -0.069 -8.061 2.814
H -0.932 -7.373 1.408
H 0.813 -7.394 1.424
C 1.674 4.485 -1.325
As 1.450 2.559 -1.206
C 1.792 1.864 -3.001
C 2.820 1.943 0.079
S -0.598 2.168 -0.672
H 2.673 4.724 -1.690
H 1.526 4.934 -0.338
H 0.927 4.891 -2.014
H 2.858 1.927 -3.225
H 1.244 2.488 -3.714
H 1.447 0.831 -3.102
H 3.793 1.866 -0.408
H 2.554 0.968 0.527
H 2.892 2.687 0.876

Atom charges from the natural (NBO) analysis, given in e for atoms 1 to 6: Pd 1.08; C -0.64; C 0.19; C -0.32; C 0.08; N -0.33

# 5
This record from the Open Molecules 2025 dataset describes a single C18H15ClNO3P molecule at a distorted geometry. The level of theory is ωB97M-V/def2-TZVPD.

HOMO energy = -0.314 Ha
E_LUMO = 0.388 eV
SMILES = O=P(Nc1cccc(Cl)c1)(Oc1ccccc1)Oc1ccccc1

Cartesian coordinates (Å):
O -1.201 0.909 -0.168
P 0.146 0.178 -0.459
N 0.245 -1.257 -1.327
C -0.676 -1.772 -2.103
C -1.869 -1.409 -2.077
C -2.992 -2.017 -2.679
C -2.708 -2.947 -3.549
C -1.152 -3.495 -3.592
C -0.204 -2.772 -2.857
H 0.743 -3.026 -3.079
Cl -0.809 -4.772 -4.485
H -3.240 -3.706 -3.924
H -3.891 -1.839 -2.698
H -2.394 -0.670 -1.193
H 1.365 -1.396 -1.524
O 1.234 1.292 -1.065
C 1.511 2.547 -0.782
C 0.548 3.549 -0.882
C 0.861 4.593 -0.408
C 1.940 5.096 0.265
C 3.079 4.055 0.458
C 2.603 2.858 0.173
H 3.362 1.931 0.302
H 3.757 4.371 1.024
H 2.435 5.878 0.672
H 0.105 5.449 -0.641
H -0.287 3.292 -1.515
O 0.978 -0.213 1.096
C 0.297 -0.543 2.079
C -0.811 -1.462 1.865
C -1.299 -2.148 3.118
C -0.657 -1.844 4.286
C 0.284 -1.051 4.448
C 0.955 -0.354 3.227
H 1.783 0.277 3.376
H 0.648 -0.951 5.556
H -1.093 -2.375 5.148
H -2.433 -2.599 2.939
H -1.164 -1.659 0.976

Atom charges from the natural (NBO) analysis, given in e for atoms 1 to 6: O -1.03; P 2.40; N -0.92; C 0.08; C -0.25; C -0.17

# 6
This record from the Open Molecules 2025 dataset describes a molecular structure, CH3N2O2P at a distorted geometry. The level of theory is ωB97M-V/def2-TZVPD.

HOMO energy = -0.372 Ha
E_LUMO = 0.492 eV
relative energy (zero: lowest compared OMol25 entry of this formula, charge and spin) = 194.3 kJ/mol

Cartesian coordinates (Å):
C -1.137 -0.688 -0.933
N -1.632 -1.606 -0.370
N 0.180 0.926 1.351
O -0.718 0.300 -1.324
O 1.938 -0.078 -0.396
P 1.010 0.978 0.038
H 0.977 2.335 -0.393
H -1.306 -2.415 0.113
H 0.688 0.248 1.915

Atom charges from the natural (NBO) analysis, given in e for atoms 1 to 6: C 0.90; N -0.72; N -1.24; O -0.56; O -1.03; P 1.88